Computed, not measured: C41H46Cl5CrNPSTe as an isolated structure at a distorted geometry, with wB97M-V/def2-TZVPD.

Results
**Kohn-Sham gap (spin up / spin down)**: 6.3 / 6.6 eV
**Spin multiplicity**: 5
**Net charge**: -1
**Total energy**: -5997.7660 a.u.
**Relative energy (zero: lowest compared OMol25 entry of this formula, charge and spin)**: 0.0 kcal per mole
**LUMO level (spin up / spin down)**: 2.4 / 2.4 eV

```
97
C41H46Cl5CrNPSTe, DFT wB97M-V/def2-TZVPD
Cr 0.004 0.554 0.031
Cl -2.668 -0.932 1.105
C -3.001 0.563 0.313
C -1.867 1.197 -0.220
C -2.131 2.439 -0.799
Cl -0.705 3.260 -1.345
C -3.378 3.020 -0.877
Cl -3.606 4.569 -1.600
C -4.476 2.321 -0.349
Cl -6.057 3.000 -0.425
C -4.274 1.086 0.272
Cl -5.616 0.254 0.970
C 5.157 3.229 1.941
C 4.299 3.664 0.745
C 3.162 2.670 0.500
C 3.630 1.245 0.805
C 3.827 1.124 2.321
C 4.300 2.450 2.933
P 2.364 0.057 0.069
C 3.077 -0.224 -1.653
C 2.608 0.881 -2.601
C 3.064 0.577 -4.023
C 4.599 0.540 -4.124
C 5.258 0.526 -2.745
C 4.591 -0.477 -1.806
C 2.689 -1.661 0.766
C 1.840 -1.841 2.026
C 1.727 -3.320 2.406
C 3.021 -4.078 2.089
C 4.215 -3.133 2.150
C 4.136 -2.120 1.004
H 5.592 4.106 2.425
H 5.986 2.600 1.607
H 4.925 3.747 -0.147
H 3.871 4.649 0.939
H 2.798 2.760 -0.526
H 2.319 2.904 1.158
H 4.586 1.088 0.293
H 4.555 0.342 2.544
H 2.885 0.847 2.795
H 4.861 2.251 3.848
H 3.438 3.057 3.208
H 2.542 -1.134 -1.957
H 3.004 1.852 -2.306
H 1.516 0.931 -2.554
H 2.661 1.334 -4.697
H 2.639 -0.381 -4.327
H 4.959 1.410 -4.678
H 4.914 -0.348 -4.677
H 5.217 1.524 -2.308
H 6.313 0.264 -2.853
H 5.108 -0.444 -0.846
H 4.742 -1.481 -2.209
H 2.236 -2.308 -0.002
H 0.836 -1.437 1.828
H 2.270 -1.270 2.851
H 0.907 -3.775 1.850
H 1.497 -3.394 3.471
H 2.964 -4.500 1.082
H 3.153 -4.904 2.791
H 5.152 -3.692 2.071
H 4.220 -2.617 3.112
H 4.517 -2.590 0.096
H 4.784 -1.276 1.240
Te -0.193 2.025 2.214
C 0.257 0.805 3.877
C -0.407 -0.311 4.281
C 0.071 -0.858 5.491
C 1.101 -0.146 6.012
S 1.496 1.211 5.024
H -1.228 -0.727 3.721
H -0.348 -1.734 5.958
H 1.658 -0.314 6.912
N -0.046 -0.554 -1.397
C -0.156 -1.372 -2.365
C 0.247 -2.780 -2.123
C 1.220 -3.416 -2.893
C 1.658 -4.684 -2.558
C 1.124 -5.346 -1.464
C 0.158 -4.718 -0.692
C -0.260 -3.440 -1.005
C -0.602 -0.980 -3.704
C -0.785 0.382 -3.983
C -1.104 0.820 -5.247
C -1.274 -0.096 -6.277
C -1.158 -1.452 -6.007
C -0.835 -1.895 -4.740
H 1.642 -2.906 -3.750
H 2.421 -5.162 -3.157
H 1.459 -6.341 -1.209
H -0.271 -5.232 0.157
H -1.000 -2.945 -0.390
H -0.671 1.084 -3.171
H -1.226 1.878 -5.436
H -1.509 0.239 -7.279
H -1.336 -2.166 -6.802
H -0.789 -2.958 -4.545
```